No. 1
Computed, not measured: 7 unconnected molecules or ions with the total composition C19H56N4O7 at a distorted geometry, with ωB97M-V/def2-TZVPD.

Element x y z (Å)
C1 -2.625 0.127 3.686
O1 -1.283 0.590 3.717
C2 -1.217 1.836 4.392
C3 -1.927 2.962 3.529
C4 -1.015 3.508 2.401
N1 -2.114 4.070 4.474
H1 -3.175 0.718 2.949
H2 -3.240 0.383 4.498
H3 -2.480 -0.917 3.413
H4 -1.478 1.645 5.542
H5 -0.061 2.227 4.468
H6 -3.001 2.631 3.112
H7 0.080 3.987 2.822
H8 -1.571 4.513 1.984
H9 -0.860 2.760 1.562
H10 -1.217 4.269 5.020
H11 -2.900 3.707 5.092
C5 1.746 -3.201 3.200
O2 2.773 -2.173 3.017
C6 2.905 -1.736 1.598
C7 3.598 -0.366 1.463
C8 3.082 0.612 2.463
N2 3.479 0.258 0.187
H12 1.947 -3.458 4.253
H13 1.868 -4.059 2.648
H14 0.733 -2.999 3.092
H15 3.098 -2.361 0.920
H16 1.869 -1.488 1.229
H17 4.476 -0.736 1.662
H18 3.210 1.729 2.280
H19 3.493 0.448 3.430
H20 1.986 0.598 2.540
H21 3.287 -0.457 -0.545
H22 4.247 0.956 0.018
C9 0.854 -3.204 -2.025
O3 -0.055 -2.843 -0.975
C10 -0.287 -1.375 -0.939
C11 -1.327 -1.086 0.080
C12 -2.719 -1.515 -0.160
N3 -1.430 0.368 0.352
H23 1.817 -2.728 -1.922
H24 0.385 -2.772 -2.926
H25 0.877 -4.334 -2.339
H26 0.678 -0.764 -0.760
H27 -0.792 -1.105 -1.986
H28 -1.196 -1.295 1.157
H29 -2.800 -2.620 -0.519
H30 -3.306 -0.768 -0.851
H31 -3.404 -1.561 0.643
H32 -0.314 0.698 0.393
H33 -1.791 0.495 1.354
C13 2.581 -0.810 -4.549
O4 1.228 -0.495 -4.494
C14 0.779 0.822 -4.249
C15 -0.718 0.944 -4.576
C16 -0.902 0.757 -6.128
N4 -1.174 2.269 -4.257
H34 3.097 -0.186 -3.875
H35 3.074 -0.402 -5.486
H36 2.928 -1.795 -4.317
H37 0.812 0.980 -3.017
H38 1.422 1.506 -4.739
H39 -1.276 0.282 -3.847
H40 -2.066 0.753 -6.129
H41 -0.582 -0.307 -6.522
H42 -0.527 1.673 -6.676
H43 -1.359 2.090 -3.325
H44 -1.926 2.558 -4.890
C17 -2.709 2.897 -1.350
O5 -2.880 1.509 -1.756
H45 -1.869 3.266 -2.076
H46 -2.519 3.064 -0.251
H47 -3.598 3.577 -1.551
H48 -2.446 0.927 -1.142
C18 -0.067 -5.794 0.980
O6 -0.650 -6.990 1.369
H49 -0.560 -5.353 0.083
H50 0.836 -6.141 0.621
H51 0.008 -5.072 1.891
H52 -1.203 -6.710 2.208
C19 1.497 3.005 -0.463
O7 1.184 1.709 -0.090
H53 0.722 3.058 -1.216
H54 2.355 3.284 -1.109
H55 1.633 3.791 0.306
H56 1.994 1.164 -0.053

Its strongest force on any atom is 0.1976 Eh/bohr. As for the structure (SMILES): COC[C@H](C)N.COC[C@H](C)N.COC[C@H](C)N.COC[C@H](C)N.CO.CO.CO. The total energy comes out at -40891.720 eV. The calculation puts the HOMO energy at -8.84 eV. Its energy above the lowest of the compared OMol25 structures with the same formula, charge and spin is 9.424 eV. Its multiplicity is 1.

No. 2
Computed, not measured: 7 unconnected molecules or ions with the total composition C19H56N4O7 at a distorted geometry, with ωB97M-V/def2-TZVPD.

Element x y z (Å)
C1 1.736 -4.151 13.677
O1 2.505 -4.180 12.490
C2 1.772 -3.986 11.240
C3 1.506 -2.486 11.021
C4 0.268 -2.206 10.162
N1 2.586 -1.917 10.221
H1 0.916 -3.443 13.553
H2 2.352 -3.908 14.543
H3 1.328 -5.161 13.717
H4 2.410 -4.437 10.480
H5 0.820 -4.480 11.050
H6 1.455 -1.926 11.954
H7 -0.477 -2.932 10.485
H8 0.530 -2.319 9.110
H9 -0.186 -1.222 10.282
H10 2.367 -0.981 9.912
H11 2.705 -2.425 9.356
C5 1.801 0.817 6.819
O2 0.563 0.338 7.211
C6 -0.323 0.315 6.038
C7 -1.088 1.632 5.880
C8 -2.078 2.042 6.999
N2 -1.762 1.527 4.574
H12 1.760 1.839 6.443
H13 2.317 0.103 6.177
H14 2.542 0.852 7.618
H15 0.201 -0.039 5.150
H16 -1.033 -0.497 6.198
H17 -0.269 2.349 5.824
H18 -2.664 2.948 6.841
H19 -1.588 2.098 7.971
H20 -2.777 1.226 7.180
H21 -2.177 2.409 4.309
H22 -2.574 0.944 4.426
C9 0.798 5.678 12.516
O3 0.854 6.501 13.675
C10 0.236 7.725 13.546
C11 0.222 8.587 14.848
C12 -0.888 8.254 15.873
N3 -0.081 9.967 14.407
H23 0.521 4.692 12.889
H24 1.732 5.562 11.966
H25 0.051 6.051 11.816
H26 0.756 8.180 12.703
H27 -0.800 7.665 13.213
H28 1.188 8.473 15.340
H29 -1.817 8.168 15.309
H30 -0.928 8.938 16.721
H31 -0.718 7.318 16.405
H32 0.743 10.287 13.918
H33 -0.119 10.591 15.201
C13 -1.644 3.256 11.705
O4 -1.443 3.985 10.484
C14 -2.652 4.442 9.935
C15 -2.392 5.338 8.726
C16 -1.517 6.615 8.930
N4 -3.685 5.861 8.294
H34 -0.705 2.704 11.756
H35 -2.548 2.688 11.485
H36 -1.624 3.903 12.582
H37 -3.095 3.519 9.560
H38 -3.312 4.911 10.665
H39 -2.063 4.737 7.878
H40 -1.300 7.217 8.048
H41 -0.529 6.400 9.337
H42 -1.945 7.252 9.705
H43 -4.267 5.119 7.932
H44 -4.233 6.204 9.070
C17 3.741 4.030 13.419
O5 4.474 3.140 12.586
H45 2.766 3.544 13.449
H46 4.211 4.045 14.403
H47 3.648 5.035 13.008
H48 5.412 3.210 12.776
C18 1.787 4.594 7.320
O6 2.983 3.898 7.473
H49 2.007 5.661 7.303
H50 1.220 4.281 6.443
H51 1.272 4.458 8.271
H52 3.058 3.578 8.375
C19 1.729 2.519 10.606
O7 3.149 2.690 10.275
H53 1.650 2.605 11.690
H54 1.279 3.471 10.326
H55 1.321 1.641 10.105
H56 3.741 2.723 11.031

Its strongest force on any atom is 0.0549 Eh/bohr. As for the structure (SMILES): COC[C@H](C)N.COC[C@H](C)N.COC[C@H](C)N.COC[C@H](C)N.CO.CO.CO. The total energy comes out at -40898.175 eV. The calculation puts the HOMO energy at -8.64 eV. Its energy above the lowest of the compared OMol25 structures with the same formula, charge and spin is 2.969 eV. Its multiplicity is 1.

No. 3
Computed, not measured: 7 unconnected molecules or ions with the total composition C19H56N4O7 at a distorted geometry, with ωB97M-V/def2-TZVPD.

Element x y z (Å)
C1 2.800 -5.081 1.545
O1 3.126 -3.801 2.095
H1 3.431 -5.056 0.656
H2 2.881 -5.952 2.195
H3 1.770 -5.042 1.191
H4 4.083 -3.737 2.120
C2 -2.794 2.256 -1.243
O2 -3.166 0.856 -1.416
H5 -2.321 2.337 -0.264
H6 -2.116 2.642 -2.004
H7 -3.591 2.945 -0.966
H8 -3.276 0.760 -2.365
C3 6.029 -1.530 -3.738
O3 5.822 -1.643 -2.406
H9 5.832 -0.515 -4.083
H10 7.061 -1.779 -3.987
H11 5.338 -2.213 -4.231
H12 4.870 -1.728 -2.312
C4 2.200 1.948 -3.448
C5 2.123 2.805 -2.192
C6 2.493 4.266 -2.504
O4 2.895 5.060 -1.306
C7 3.204 6.408 -1.636
N1 0.769 2.667 -1.625
H13 2.150 0.884 -3.215
H14 3.186 2.142 -3.870
H15 1.485 2.231 -4.220
H16 2.886 2.499 -1.477
H17 1.659 4.729 -3.031
H18 3.209 4.295 -3.326
H19 4.207 6.462 -2.059
H20 3.257 6.983 -0.711
H21 2.517 6.765 -2.403
H22 0.691 1.760 -1.189
H23 0.808 3.377 -0.908
C8 2.300 -3.234 -1.631
C9 2.347 -1.737 -1.257
C10 1.103 -1.185 -0.438
O5 1.287 0.228 -0.173
C11 0.224 0.680 0.642
N2 3.518 -1.563 -0.449
H24 1.435 -3.371 -2.280
H25 2.212 -3.813 -0.712
H26 3.239 -3.626 -2.020
H27 2.414 -1.173 -2.187
H28 0.955 -1.658 0.533
H29 0.197 -1.245 -1.041
H30 0.542 1.698 0.866
H31 0.085 0.051 1.522
H32 -0.717 0.865 0.125
H33 3.481 -0.623 -0.082
H34 3.395 -2.127 0.380
C12 -3.552 3.066 5.093
C13 -3.198 2.154 6.275
C14 -1.707 1.764 6.316
O6 -1.010 1.447 5.161
C15 -1.507 0.429 4.321
N3 -3.598 2.919 7.427
H35 -3.211 4.092 5.227
H36 -4.636 3.164 5.038
H37 -3.325 2.664 4.105
H38 -3.847 1.279 6.260
H39 -1.564 0.945 7.021
H40 -1.050 2.515 6.755
H41 -1.004 0.692 3.390
H42 -2.532 0.351 3.957
H43 -1.225 -0.550 4.708
H44 -3.340 2.315 8.195
H45 -4.607 2.904 7.466
C16 -5.165 -2.612 -0.919
C17 -3.725 -2.876 -0.701
C18 -2.795 -2.906 -1.986
O7 -3.085 -3.998 -2.819
C19 -2.272 -4.021 -4.011
N4 -3.179 -1.823 0.120
H46 -5.671 -3.389 -1.492
H47 -5.338 -1.705 -1.498
H48 -5.608 -2.535 0.073
H49 -3.788 -3.809 -0.140
H50 -1.754 -2.961 -1.667
H51 -2.915 -1.973 -2.537
H52 -1.290 -3.572 -3.861
H53 -2.836 -3.509 -4.791
H54 -2.294 -5.078 -4.277
H55 -3.893 -1.538 0.775
H56 -3.012 -1.007 -0.451

Its strongest force on any atom is 0.0884 Eh/bohr. The total energy comes out at -40889.223 eV. The calculation puts the HOMO energy (spin up / spin down) at -11.14 / -11.14 eV. Its expectation value of S² is 0.75. The net charge is +1. Its energy above the lowest of the compared OMol25 structures with the same formula, charge and spin is 2.286 eV. Its multiplicity is 2.

No. 4
Computed, not measured: 10 unconnected molecules or ions with the total composition C19H56NO12 at a distorted geometry, with ωB97M-V/def2-TZVPD.

Element x y z (Å)
N1 7.139 7.380 -17.276
O1 6.829 6.167 -17.161
O2 8.288 7.704 -17.616
O3 6.273 8.258 -17.015
C1 10.704 5.940 -19.223
O4 11.743 5.371 -18.412
H1 10.301 6.795 -18.669
H2 11.196 6.276 -20.133
H3 9.875 5.245 -19.391
H4 11.310 4.935 -17.671
C2 8.423 2.993 -16.675
O5 8.584 4.230 -16.002
H5 7.378 2.667 -16.647
H6 8.784 3.035 -17.706
H7 8.999 2.227 -16.153
H8 7.907 4.828 -16.375
C3 8.758 9.902 -14.990
O6 9.528 9.716 -16.151
H9 8.615 8.919 -14.508
H10 9.331 10.504 -14.287
H11 7.729 10.247 -15.133
H12 9.119 9.042 -16.730
C4 5.483 11.166 -19.050
O7 6.697 10.512 -18.738
H13 5.111 10.829 -20.022
H14 4.709 10.918 -18.319
H15 5.650 12.241 -19.071
H16 6.569 9.647 -18.303
C5 3.501 7.640 -14.174
C6 4.634 8.616 -13.819
C7 5.886 7.864 -13.383
O8 4.879 9.481 -14.917
H17 2.582 8.229 -14.161
H18 3.415 6.893 -13.377
H19 3.621 7.120 -15.118
H20 4.297 9.304 -13.041
H21 5.597 7.085 -12.668
H22 6.640 8.473 -12.886
H23 6.354 7.325 -14.210
H24 5.249 9.011 -15.682
C8 3.588 7.867 -21.184
C9 3.130 8.027 -19.738
C10 1.834 8.846 -19.663
O9 2.712 6.719 -19.267
H25 4.305 7.054 -21.281
H26 4.069 8.782 -21.553
H27 2.754 7.694 -21.867
H28 3.913 8.441 -19.102
H29 0.997 8.341 -20.138
H30 2.004 9.795 -20.181
H31 1.613 9.042 -18.614
H32 3.531 6.169 -19.286
C11 4.814 3.575 -21.121
C12 5.556 4.001 -19.867
C13 7.044 4.238 -20.162
O10 5.005 5.195 -19.318
H33 3.786 3.294 -20.883
H34 5.311 2.720 -21.583
H35 4.745 4.334 -21.905
H36 5.479 3.167 -19.157
H37 7.574 4.461 -19.233
H38 7.202 5.098 -20.816
H39 7.516 3.370 -20.627
H40 5.691 5.487 -18.688
C14 9.780 9.362 -20.145
C15 8.854 9.236 -21.350
C16 8.279 7.822 -21.465
O11 7.806 10.185 -21.243
H41 10.116 10.398 -20.061
H42 10.636 8.696 -20.266
H43 9.301 9.158 -19.186
H44 9.407 9.514 -22.251
H45 7.754 7.469 -20.576
H46 9.080 7.100 -21.660
H47 7.601 7.763 -22.320
H48 7.600 10.297 -20.291
C17 3.289 3.271 -14.111
C18 3.032 4.263 -15.216
C19 4.261 4.689 -16.012
O12 2.112 3.614 -16.134
H49 3.797 3.764 -13.276
H50 3.899 2.412 -14.390
H51 2.350 2.902 -13.696
H52 2.569 5.209 -14.929
H53 3.978 5.332 -16.848
H54 4.816 3.842 -16.424
H55 4.978 5.268 -15.425
H56 1.852 4.304 -16.757

Its strongest force on any atom is 0.0459 Eh/bohr. The total energy comes out at -46669.681 eV. The calculation puts the HOMO energy at -7.00 eV. The net charge is -1. Its multiplicity is 1.

No. 5
Computed, not measured: a molecular structure, C19H58BrF7IO15PS at a distorted geometry, with ωB97M-V/def2-TZVPD.

Element x y z (Å)
C1 2.813 -3.354 1.757
C2 3.308 -3.473 0.323
C3 3.253 -2.231 -0.610
I1 2.482 -2.859 -2.528
P1 2.516 -0.601 -0.152
Br1 3.682 0.091 1.595
S1 0.533 -0.730 0.836
O1 0.505 -1.299 2.156
O2 0.118 0.647 0.777
C4 -0.761 -1.560 -0.235
F1 -1.910 -0.878 -0.035
F2 -0.435 -1.390 -1.533
C5 -1.007 -3.060 0.007
F3 0.126 -3.753 -0.170
F4 -1.875 -3.447 -0.951
C6 -1.630 -3.441 1.405
F5 -2.684 -4.243 1.196
F6 -2.044 -2.371 2.072
F7 -0.733 -4.111 2.135
H1 3.193 -2.510 2.312
H2 3.147 -4.244 2.277
H3 1.736 -3.402 1.793
H4 2.762 -4.276 -0.144
H5 4.325 -3.839 0.354
H6 4.267 -1.965 -0.872
C7 3.639 -1.235 5.673
O3 4.433 -0.897 4.536
H7 2.927 -1.994 5.359
H8 4.258 -1.638 6.477
H9 3.089 -0.365 6.039
H10 5.062 -0.225 4.809
C8 5.459 -3.635 -5.677
O4 4.856 -4.281 -4.559
H11 6.449 -3.308 -5.371
H12 5.558 -4.320 -6.523
H13 4.878 -2.762 -5.986
H14 3.983 -4.571 -4.830
C9 7.273 -4.530 1.044
O5 6.107 -5.327 0.831
H15 6.966 -3.492 1.125
H16 7.774 -4.824 1.971
H17 7.970 -4.627 0.209
H18 6.391 -6.240 0.765
C10 -5.257 1.302 0.473
O6 -4.590 0.432 1.387
H19 -6.201 1.590 0.927
H20 -4.658 2.197 0.286
H21 -5.464 0.795 -0.473
H22 -3.760 0.175 0.982
C11 4.238 4.007 1.663
O7 5.569 3.615 1.296
H23 3.620 3.117 1.682
H24 4.242 4.463 2.659
H25 3.830 4.702 0.939
H26 6.109 4.406 1.274
C12 -7.927 -0.714 -1.762
O8 -7.482 -0.392 -3.082
H27 -8.663 0.025 -1.465
H28 -8.389 -1.704 -1.738
H29 -7.097 -0.684 -1.053
H30 -6.831 -1.047 -3.339
C13 -2.761 0.769 -3.911
O9 -1.616 -0.053 -4.127
H31 -3.198 0.991 -4.881
H32 -3.505 0.253 -3.297
H33 -2.483 1.707 -3.424
H34 -1.238 -0.245 -3.266
C14 -0.656 -1.505 -6.946
O10 -0.056 -2.801 -7.044
H35 0.136 -0.763 -6.977
H36 -1.337 -1.336 -7.785
H37 -1.196 -1.404 -6.006
H38 -0.764 -3.446 -7.014
C15 1.011 6.150 0.338
O11 1.597 4.847 0.305
H39 1.810 6.883 0.310
H40 0.364 6.305 -0.527
H41 0.433 6.290 1.256
H42 0.884 4.205 0.328
C16 7.049 -0.543 1.826
O12 8.200 -1.372 1.669
H43 6.646 -0.334 0.840
H44 6.289 -1.054 2.423
H45 7.315 0.404 2.305
H46 8.556 -1.551 2.541
C17 -1.061 9.440 -0.194
O13 0.264 9.084 -0.581
H47 -1.651 8.529 -0.169
H48 -1.072 9.896 0.799
H49 -1.508 10.131 -0.913
H50 0.787 9.887 -0.604
C18 -10.066 0.647 1.498
O14 -8.885 -0.103 1.229
H51 -10.562 0.872 0.557
H52 -10.749 0.075 2.130
H53 -9.811 1.588 1.995
H54 -8.467 -0.285 2.076
C19 -7.270 2.363 3.805
O15 -7.224 0.974 4.128
H55 -8.219 2.765 4.149
H56 -6.456 2.900 4.298
H57 -7.198 2.493 2.723
H58 -6.381 0.632 3.817

Its strongest force on any atom is 0.0379 Eh/bohr. The total energy comes out at -168638.451 eV. The calculation puts the HOMO energy at -9.41 eV. Its multiplicity is 1.